No. 1
# Co2N4O12

Co2N4O12 as an isolated structure (wB97M-V/def2-TZVPD, the OMol25 dataset).

Its expectation value of S² is 15.76. The charge is -1. The calculated total energy is -3886.7380 Eh. The max |F| is 0.20709 hartree/bohr. The calculation puts the HOMO-LUMO gap (spin up / spin down) at 4.64 / 4.89 eV. Its spin multiplicity is 8. As for the LUMO energy (spin up / spin down): -0.7 / -0.6 eV.

```
18
Properties=species:S:1:pos:R:3:forces:R:3
Co -10.20664 -8.04504 -1.00643 -1.3 -0.3 -0.8
Co -11.42987 -13.65578 -2.85775 2.9 2.4 -3.5
N -13.38633 -7.41586 -1.15478 0.2 -2.9 2.0
O -13.94849 -8.25725 -1.82902 -4.1 0.4 0.0
O -13.76391 -6.83636 -0.11106 -0.2 -0.1 -1.9
O -12.17893 -7.46914 -1.46765 5.3 2.3 0.2
N -8.53646 -14.11896 -3.89189 3.2 1.0 4.3
O -7.95642 -14.73085 -4.67577 2.6 -2.9 -5.2
O -9.73872 -14.19763 -3.83899 -8.9 -0.8 -0.2
O -7.98836 -13.55901 -2.98090 1.3 2.1 2.1
N -10.08216 -10.67050 -2.61139 5.9 0.4 1.1
O -10.82746 -11.65353 -2.71563 -1.2 -1.1 0.3
O -8.83451 -10.68949 -2.44448 -1.3 -2.7 -0.2
O -10.48578 -9.53020 -2.62905 -4.1 3.0 0.0
N -11.52853 -12.70666 -6.06069 5.4 -6.7 -1.8
O -10.60406 -12.02488 -6.06261 5.1 9.4 -0.3
O -12.02962 -12.91932 -4.99776 -6.7 -1.1 7.2
O -11.37513 -13.64505 -6.85224 -4.0 -2.4 -3.2
```
Positions in Å, forces in eV/Å.

No. 2
# Co2N8O24

Co2N8O24 as an isolated structure (wB97M-V/def2-TZVPD, the OMol25 dataset).

Its expectation value of S² is 12.01. The charge is -4. The calculated total energy is -5008.2680 Eh. The max |F| is 0.13127 hartree/bohr. The calculation puts the HOMO-LUMO gap (spin up / spin down) at 7.01 / 6.98 eV. Its spin multiplicity is 7. As for the LUMO energy (spin up / spin down): 8.9 / 8.9 eV.

```
34
Properties=species:S:1:pos:R:3:forces:R:3
Co -1.23825 9.25303 21.35312 0.4 0.3 -0.6
Co -0.13712 13.12466 23.57430 0.8 0.5 -1.2
N -0.77874 15.77337 21.59632 3.0 0.0 1.3
O -0.59609 15.62427 20.44356 -0.8 -0.2 -6.4
O -0.48526 14.83440 22.30070 -0.4 -3.6 3.5
O -0.90717 16.86105 22.07713 -2.0 3.9 1.7
N 0.41770 11.86227 20.55896 1.3 5.4 -0.3
O -0.17156 10.85734 20.38583 -2.6 -5.8 -2.1
O 0.53216 12.32934 21.64595 0.6 0.6 5.5
O 0.84508 12.59165 19.68136 0.7 -0.6 -3.4
N -2.62372 6.42503 22.17813 1.5 -2.4 -3.8
O -2.39180 7.60445 22.23110 0.8 4.6 1.3
O -3.73140 6.00633 22.13043 -5.9 -0.7 1.7
O -1.77473 5.62435 21.83879 3.6 -1.3 0.7
N 0.19661 9.90667 24.07166 -0.5 1.1 -1.8
O 0.51196 9.31146 25.03734 0.9 -2.8 3.0
O -0.14527 9.35105 23.02262 -0.1 -2.2 -1.1
O 0.24243 11.10736 24.06380 0.1 3.7 0.8
N -1.11695 7.69269 19.21627 -1.7 -2.8 4.5
O -1.41486 6.54345 18.92057 0.3 -0.8 -3.1
O -0.25184 7.84467 20.07403 4.5 0.2 1.5
O -1.91091 8.59912 19.22137 -3.3 3.4 -2.3
N 3.15135 13.66557 24.08382 1.7 1.4 0.5
O 3.39314 13.65112 25.27926 1.4 -0.6 1.8
O 4.02385 13.85672 23.22822 1.4 -0.3 -0.5
O 2.00931 13.64575 23.73773 -4.4 -0.7 -1.9
N 0.33684 15.34559 25.66817 2.4 1.5 -1.0
O -0.18682 14.38122 25.17770 -3.4 -5.0 -1.0
O 1.08470 15.21687 26.59775 1.2 -0.3 3.4
O 0.23133 16.38807 25.08924 -0.8 3.5 -0.9
N -2.98608 11.67952 22.52513 2.8 0.6 0.7
O -4.17343 11.81262 22.62673 -1.7 1.4 0.7
O -2.58044 10.66598 21.96736 0.4 -1.8 -1.1
O -2.10777 12.50402 22.95915 -2.1 -0.2 0.0
```
Positions in Å, forces in eV/Å.

No. 3
# CoF2P

CoF2P as an isolated structure (wB97M-V/def2-TZVPD, the OMol25 dataset).

Its expectation value of S² is 4.07. The charge is +1. The calculated total energy is -1923.4639 Eh. The max |F| is 0.03967 hartree/bohr. The calculation puts the HOMO-LUMO gap (spin up / spin down) at 7.16 / 7.57 eV. Its spin multiplicity is 4. The energy relative to the best compared isomer or geometry (same formula, charge and spin) comes out at 0.75 kcal/mol. As for the LUMO energy (spin up / spin down): -8.3 / -8.3 eV.

```
4
Properties=species:S:1:pos:R:3:forces:R:3
F 1.76261 -0.86313 0.15049 -0.6 1.9 0.2
P 1.26993 0.66225 0.28632 0.1 -2.0 -0.5
F -2.04873 -0.20365 0.40065 0.3 0.2 -0.4
Co -0.98381 0.40453 -0.83746 0.3 -0.2 0.8
```
Positions in Å, forces in eV/Å.

No. 4
# CoF3Pb4

CoF3Pb4 as an isolated structure (wB97M-V/def2-TZVPD, the OMol25 dataset).

Its expectation value of S² is 3.75. The charge is +7. The calculated total energy is -2449.0408 Eh. The max |F| is 0.08261 hartree/bohr. The calculation puts the HOMO-LUMO gap (spin up / spin down) at 6.99 / 5.67 eV. Its spin multiplicity is 4. The energy relative to the best compared isomer or geometry (same formula, charge and spin) comes out at 133.03 kcal/mol. As for the LUMO energy (spin up / spin down): -30.6 / -31.8 eV.

```
8
Properties=species:S:1:pos:R:3:forces:R:3
Pb 24.74500 -1.94163 4.49754 -1.3 3.3 -1.3
Pb 25.32819 -4.66422 7.50121 -2.1 -2.1 3.0
Pb 29.00373 -1.97975 4.38431 2.8 1.7 0.0
Pb 27.71349 -1.50450 7.83749 2.1 1.8 1.2
Co 27.57114 -5.17509 4.75779 1.5 -1.1 -0.4
F 29.50557 -3.11920 6.65010 -2.6 1.5 -1.6
F 26.72106 -0.63603 5.44523 0.0 -2.5 0.1
F 26.81644 -3.41629 5.75156 -0.3 -2.5 -0.9
```
Positions in Å, forces in eV/Å.

No. 5
# CrN6O18

CrN6O18 as an isolated structure (wB97M-V/def2-TZVPD, the OMol25 dataset).

Its expectation value of S² is 6.06. The charge is -2. The calculated total energy is -2726.5097 Eh. The max |F| is 0.17674 hartree/bohr. The calculation puts the HOMO-LUMO gap (spin up / spin down) at 5.95 / 4.26 eV. Its spin multiplicity is 5. The energy relative to the best compared isomer or geometry (same formula, charge and spin) comes out at 31.66 kcal/mol. As for the LUMO energy (spin up / spin down): 3.1 / 1.6 eV.

```
25
Properties=species:S:1:pos:R:3:forces:R:3
Cr -23.72283 -10.09738 -7.05671 2.0 0.5 0.9
N -24.38430 -9.03499 -3.91227 -2.8 -3.0 -1.0
O -24.53953 -7.88012 -3.69886 1.3 3.2 0.3
O -23.71074 -9.48959 -4.89545 1.4 0.1 -0.1
O -25.09618 -9.85012 -3.30353 0.6 -0.9 0.6
N -23.90049 -6.62658 -6.99708 -2.0 -1.0 3.1
O -24.25161 -6.04505 -6.00766 0.0 0.4 3.7
O -23.65923 -7.85373 -6.97008 1.0 -2.9 -0.2
O -23.93438 -6.03275 -7.98801 1.0 2.5 -7.3
N -25.23550 -12.55425 -5.35325 -3.5 1.4 4.5
O -24.82298 -11.68048 -6.06708 1.8 3.4 -4.8
O -24.61761 -13.45201 -4.96524 6.0 -6.0 -0.3
O -26.27153 -12.40535 -4.73962 -4.3 1.7 -0.4
N -21.27260 -11.26946 -7.11163 -1.9 4.9 -2.9
O -20.39487 -11.42795 -7.92834 2.3 -0.4 1.6
O -21.62408 -10.19076 -6.51716 3.5 3.6 2.1
O -22.31808 -11.81926 -7.21658 -5.5 -7.1 -1.6
N -23.90384 -9.68633 -9.62476 -0.9 0.4 0.2
O -24.02617 -9.29214 -10.76829 -0.3 -1.0 1.3
O -24.77116 -10.21738 -8.86482 -3.3 -0.7 -0.6
O -22.90039 -9.57157 -8.94084 4.2 0.9 0.9
N -26.89535 -8.53069 -5.61936 2.8 -0.5 3.4
O -26.05261 -9.11893 -6.35883 -1.5 0.4 -0.8
O -26.69168 -7.34110 -5.40015 -1.2 -0.3 -1.3
O -27.54020 -9.23565 -4.85038 -0.8 0.5 -1.5
```
Positions in Å, forces in eV/Å.

No. 6
# CsF

CsF as an isolated structure (wB97M-V/def2-TZVPD, the OMol25 dataset).

Its expectation value of S² is 0.75. The charge is +1. The calculated total energy is -119.6767 Eh. The max |F| is 0.00548 hartree/bohr. The calculation puts the HOMO-LUMO gap (spin up / spin down) at 16.73 / 10.81 eV. Its spin multiplicity is 2. The energy relative to the best compared isomer or geometry (same formula, charge and spin) comes out at 0.05 kcal/mol. As for the LUMO energy (spin up / spin down): -4.1 / -9.1 eV.

```
2
Properties=species:S:1:pos:R:3:forces:R:3
Cs -23.75875 -1.59241 -2.58904 -0.1 0.2 0.1
F -22.97796 -3.99932 -4.14718 0.1 -0.2 -0.1
```
Positions in Å, forces in eV/Å.

No. 7
# CsF2NO4S2

CsF2NO4S2 as an isolated structure (wB97M-V/def2-TZVPD, the OMol25 dataset).

The calculated total energy is -1371.9525 Eh. The max |F| is 0.05979 hartree/bohr. The calculation puts the HOMO-LUMO gap at 7.66 eV. The energy relative to the best compared isomer or geometry (same formula, charge and spin) comes out at 19.06 kcal/mol. As for the LUMO energy: -1.5 eV.

```
10
Properties=species:S:1:pos:R:3:forces:R:3
Cs 1.00852 0.25118 27.26286 0.3 -0.3 0.3
N 2.50437 -2.00426 30.27033 1.7 -0.2 -0.2
S 2.78945 -2.70491 31.67087 -2.0 -0.5 2.3
O 3.29391 -1.86412 32.69982 0.1 0.5 -0.1
O 3.29999 -4.02671 31.62740 0.2 -0.5 -0.6
F 1.24406 -2.88190 32.04792 0.2 0.0 -0.2
S 3.98049 -1.85089 29.64661 -0.6 1.3 -0.8
O 4.48595 -2.98781 28.97379 0.1 -0.3 -0.3
O 4.85802 -0.97529 30.34059 0.2 -0.2 0.2
F 3.45458 -0.85891 28.43830 -0.2 0.0 -0.6
```
Positions in Å, forces in eV/Å.

No. 8
# CsF8N4O16S8

CsF8N4O16S8 as an isolated structure (wB97M-V/def2-TZVPD, the OMol25 dataset).

The charge is -3. The calculated total energy is -5426.6551 Eh. The max |F| is 0.28975 hartree/bohr. The calculation puts the HOMO-LUMO gap at 5.38 eV. The energy relative to the best compared isomer or geometry (same formula, charge and spin) comes out at 572.90 kcal/mol. As for the LUMO energy: 5.8 eV.

```
37
Properties=species:S:1:pos:R:3:forces:R:3
Cs 0.65759 1.30269 0.41450 6.3 4.6 6.7
N -0.34424 -1.68321 1.82156 -3.3 1.4 0.3
S -0.28412 -0.52467 2.86964 3.8 2.5 5.9
O -0.99580 -0.61773 4.14688 0.0 -0.3 -1.9
O -0.10021 0.83768 2.33352 -2.9 -4.7 8.5
F 1.28359 -0.88989 3.47483 -7.7 0.8 4.7
S -1.93156 -1.44699 1.26095 -2.0 -2.9 -3.3
O -1.90694 -0.80868 -0.08781 -0.8 -2.4 4.0
O -3.11661 -1.29068 2.17090 3.5 -0.4 -2.0
F -2.04948 -3.04208 0.88237 -0.2 0.9 0.2
N -1.38375 1.83359 -0.44053 -4.7 5.3 -4.8
S -1.44018 3.23343 -1.35032 -0.2 -0.5 -5.6
O -1.57908 4.51849 -0.67992 0.4 -1.5 -0.3
O -2.01471 3.03632 -2.72179 -2.6 4.3 6.0
F 0.09310 3.00463 -1.79939 -3.4 10.9 0.7
S -2.24004 2.23600 0.74753 -4.0 0.3 5.7
O -3.66587 2.40400 0.46582 1.6 0.5 0.2
O -1.65493 2.97576 1.87950 -0.9 0.2 -2.7
F -2.16173 0.82559 1.38284 -1.8 1.1 1.0
N -1.11029 -0.28695 -2.35049 1.4 -4.0 1.0
S -0.30907 -1.70590 -2.03796 0.6 -5.1 -1.2
O 0.37859 -1.88551 -0.77261 -1.9 0.8 -1.7
O 0.37249 -2.42242 -3.16814 -1.9 2.4 2.0
F -1.62014 -2.61455 -1.92585 -0.1 0.4 0.0
S 0.08260 0.60190 -2.67571 2.7 5.2 -5.5
O 0.85780 0.29980 -3.89381 0.1 -0.6 2.2
O 0.69595 1.42960 -1.63338 1.2 -9.5 -11.4
F -0.84697 1.69807 -3.34554 2.1 -3.2 -2.1
N 2.49275 -2.21515 0.62150 0.0 -0.8 -6.7
S 2.95946 -1.04409 -0.60758 -1.1 -2.7 -4.9
O 4.35387 -0.73664 -0.81632 -0.9 -0.7 0.8
O 2.02724 0.03216 -0.89463 5.3 -4.7 -0.4
F 2.62203 -2.13273 -1.86957 1.3 1.5 1.9
S 2.90351 -1.33322 1.69752 3.1 4.6 9.5
O 2.04377 -0.15004 1.94706 6.4 -1.3 -4.7
O 4.34683 -1.23635 1.96680 -1.1 0.9 -0.9
F 2.58461 -2.20206 2.98751 1.5 -3.2 -1.2
```
Positions in Å, forces in eV/Å.